Entry from the OMol25 dataset: a 14-piece molecular cluster, C46H120O18 overall (ωB97M-V/def2-TZVPD).

The calculation puts the LUMO energy at 0.6 eV. Its net charge is 0. For the calculated total energy, the calculation gives -86494.89508 eV. The HOMO-LUMO gap comes out at 0.3687 hartree.

Each atom is followed by the atoms it is bonded to, with distances in Å.
Element x y z (Å)
1 C 6.218 -2.072 -0.019  O2 1.351, H7 1.159, H8 1.118, H9 1.100
2 O 5.038 -1.985 0.634  C1 1.351, C3 1.408
3 C 4.877 -0.785 1.353  O2 1.408, C4 1.564, H10 1.074, H11 1.143
4 C 3.414 -0.837 1.904  C3 1.564, O5 1.441, H12 1.147, H13 1.100
5 O 3.135 0.420 2.551  C4 1.441, C6 1.419
6 C 3.156 0.402 3.970  O5 1.419, H14 1.089, H15 1.109, H16 1.125
7 H 6.155 -2.826 -0.897  C1 1.159
8 H 7.149 -2.387 0.514  C1 1.118
9 H 6.526 -1.152 -0.536  C1 1.100
10 H 4.903 -0.027 0.594  C3 1.074
11 H 5.665 -0.772 2.181  C3 1.143
12 H 3.355 -1.721 2.633  C4 1.147
13 H 2.695 -1.117 1.121  C4 1.100
14 H 2.474 -0.381 4.299  C6 1.089
15 H 2.893 1.385 4.411  C6 1.109
16 H 4.179 0.120 4.344  C6 1.125
17 C 4.955 3.049 3.532  O18 1.400, H23 1.065, H24 1.074, H25 1.088
18 O 5.851 2.892 2.469  C17 1.400, C19 1.388
19 C 7.031 2.181 2.636  O18 1.388, C20 1.466, H26 1.137, H27 1.063
20 C 8.058 2.463 1.627  C19 1.466, O21 1.431, H28 1.063, H29 1.080
21 O 7.588 2.061 0.337  C20 1.431, C22 1.487
22 C 8.559 2.461 -0.716  O21 1.487, H30 1.062, H31 1.093, H32 1.124
23 H 4.757 2.120 4.015  C17 1.065
24 H 4.008 3.374 3.141  C17 1.074
25 H 5.368 3.869 4.116  C17 1.088
26 H 6.767 1.076 2.688  C19 1.137
27 H 7.503 2.344 3.575  C19 1.063
28 H 8.914 1.867 1.830  C20 1.063
29 H 8.448 3.468 1.569  C20 1.080
30 H 9.223 3.194 -0.329  C22 1.062
31 H 7.997 2.850 -1.568  C22 1.093
32 H 9.074 1.512 -1.029  C22 1.124
33 C -4.348 -1.735 -3.753  O34 1.394, H39 1.076, H40 1.165, H41 1.101
34 O -5.404 -1.623 -2.850  C33 1.394, C35 1.383
35 C -5.431 -2.627 -1.898  O34 1.383, C36 1.554, H42 1.105, H43 1.129
36 C -6.309 -2.150 -0.708  C35 1.554, O37 1.359, H44 1.108, H45 1.121
37 O -5.594 -1.200 -0.050  C36 1.359, C38 1.407
38 C -6.257 -0.909 1.157  O37 1.407, H46 1.115, H47 1.070, H48 1.090
39 H -3.375 -1.888 -3.320  C33 1.076
40 H -4.314 -0.801 -4.449  C33 1.165
41 H -4.511 -2.599 -4.416  C33 1.101
42 H -4.441 -2.829 -1.453  C35 1.105
43 H -5.815 -3.584 -2.358  C35 1.129
44 H -6.498 -3.070 -0.121  C36 1.108
45 H -7.244 -1.682 -1.111  C36 1.121
46 H -5.609 -0.296 1.824  C38 1.115
47 H -6.586 -1.824 1.603  C38 1.070
48 H -7.106 -0.236 1.039  C38 1.090
49 C 0.196 1.097 1.643  O50 1.416, H55 1.075, H56 1.129, H57 1.082
50 O -0.695 0.127 1.124  C49 1.416, C51 1.363
51 C -1.390 0.520 0.020  O50 1.363, C52 1.478, H58 1.142, H59 1.116
52 C -2.198 -0.602 -0.499  C51 1.478, O53 1.449, H60 1.064, H61 1.110
53 O -1.480 -1.558 -1.319  C52 1.449, C54 1.388
54 C -0.616 -2.367 -0.596  O53 1.388, H62 1.069, H63 1.145, H64 1.085
55 H 0.534 0.711 2.587  C49 1.075
56 H -0.278 2.092 1.889  C49 1.129
57 H 1.007 1.230 0.940  C49 1.082
58 H -0.599 0.819 -0.748  C51 1.142
59 H -2.067 1.402 0.126  C51 1.116
60 H -2.955 -0.189 -1.123  C52 1.064
61 H -2.598 -1.257 0.303  C52 1.110
62 H -1.121 -2.883 0.193  C54 1.069
63 H 0.213 -1.763 -0.087  C54 1.145
64 H -0.246 -3.162 -1.234  C54 1.085
65 C -6.911 2.255 -1.583  C66 1.524, H69 1.087, H70 1.156, H71 1.074
66 C -5.457 2.017 -1.974  C65 1.524, C67 1.513, O68 1.436, H72 1.099
67 C -4.800 3.212 -2.628  C66 1.513, H73 1.090, H74 1.086, H75 1.093
68 O -4.587 1.806 -0.851  C66 1.436, H76 0.979
69 H -7.553 2.562 -2.405  C65 1.087
70 H -6.990 3.196 -0.916  C65 1.156
71 H -7.461 1.443 -1.146  C65 1.074
72 H -5.464 1.147 -2.646  C66 1.099
73 H -3.793 2.929 -2.933  C67 1.090
74 H -4.811 4.010 -1.891  C67 1.086
75 H -5.198 3.530 -3.595  C67 1.093
76 H -4.863 0.962 -0.439  O68 0.979
77 C 2.263 0.824 -1.384  C78 1.499, H81 1.106, H82 1.122, H83 1.099
78 C 3.124 1.325 -2.504  C77 1.499, C79 1.565, O80 1.417, H84 1.071
79 C 4.135 0.262 -3.051  C78 1.565, H85 1.127, H86 1.076, H87 1.073
80 O 2.454 1.712 -3.691  C78 1.417, H88 1.022
81 H 1.603 0.083 -1.872  C77 1.106
82 H 1.552 1.593 -0.980  C77 1.122
83 H 2.776 0.286 -0.574  C77 1.099
84 H 3.677 2.120 -2.048  C78 1.071
85 H 4.859 -0.048 -2.244  C79 1.127
86 H 4.673 0.748 -3.846  C79 1.076
87 H 3.608 -0.560 -3.496  C79 1.073
88 H 1.913 0.882 -3.942  O80 1.022
89 C -4.760 3.048 2.256  C90 1.536, H93 1.093, H94 1.065, H95 1.075
90 C -3.498 2.365 2.806  C89 1.536, C91 1.535, O92 1.410, H96 1.155
91 C -3.267 2.581 4.308  C90 1.535, H97 1.098, H98 1.043, H99 1.109
92 O -3.660 1.014 2.435  C90 1.410, H100 0.982
93 H -5.684 2.552 2.563  C89 1.093
94 H -4.610 3.051 1.201  C89 1.065
95 H -4.807 4.110 2.417  C89 1.075
96 H -2.571 2.760 2.242  C90 1.155
97 H -2.273 2.175 4.536  C91 1.098
98 H -3.946 2.034 4.881  C91 1.043
99 H -3.374 3.649 4.589  C91 1.109
100 H -3.027 0.441 2.919  O92 0.982
101 C 1.337 -3.645 4.497  C102 1.487, H105 1.112, H106 1.110, H107 1.100
102 C 0.899 -3.549 3.079  C101 1.487, C103 1.562, O104 1.378, H108 1.131
103 C -0.304 -4.501 2.784  C102 1.562, H109 1.093, H110 1.085, H111 1.076
104 O 0.708 -2.213 2.803  C102 1.378, H112 0.981
105 H 0.683 -3.046 5.168  C101 1.112
106 H 2.270 -3.085 4.713  C101 1.110
107 H 1.478 -4.694 4.798  C101 1.100
108 H 1.731 -3.888 2.392  C102 1.131
109 H -0.741 -4.349 1.795  C103 1.093
110 H -1.165 -4.301 3.414  C103 1.085
111 H -0.006 -5.532 2.864  C103 1.076
112 H 0.198 -2.036 1.983  O104 0.981
113 C -1.553 4.887 -1.679  C114 1.492, H117 1.104, H118 1.129, H119 1.164
114 C -1.412 5.157 -0.219  C113 1.492, C115 1.521, O116 1.429, H120 1.111
115 C -0.712 6.485 0.023  C114 1.521, H121 1.060, H122 1.048, H123 1.071
116 O -2.709 5.110 0.382  C114 1.429, H124 0.955
117 H -0.623 5.099 -2.235  C113 1.104
118 H -2.462 5.389 -2.122  C113 1.129
119 H -1.913 3.791 -1.830  C113 1.164
120 H -0.765 4.355 0.195  C114 1.111
121 H -1.340 7.181 -0.472  C115 1.060
122 H 0.311 6.480 -0.201  C115 1.048
123 H -0.791 6.772 1.051  C115 1.071
124 H -2.594 5.441 1.270  O116 0.955
125 C 3.724 -3.367 -4.182  C126 1.532, H129 1.042, H130 1.102, H131 1.071
126 C 2.629 -3.614 -3.139  C125 1.532, C127 1.570, O128 1.439, H132 1.052
127 C 2.970 -2.934 -1.766  C126 1.570, H133 1.053, H134 1.127, H135 1.104
128 O 1.395 -3.157 -3.721  C126 1.439, H136 0.979
129 H 3.406 -3.930 -4.999  C125 1.042
130 H 4.635 -3.751 -3.694  C125 1.102
131 H 3.890 -2.334 -4.411  C125 1.071
132 H 2.532 -4.652 -2.997  C126 1.052
133 H 3.111 -1.900 -1.907  C127 1.053
134 H 3.909 -3.408 -1.359  C127 1.127
135 H 2.175 -3.225 -1.056  C127 1.104
136 H 1.476 -2.188 -3.830  O128 0.979
137 C 2.083 4.140 0.564  C138 1.546, H141 1.144, H142 1.137, H143 1.088
138 C 3.531 4.265 0.036  C137 1.546, C139 1.514, O140 1.431, H144 1.111
139 C 3.516 5.054 -1.256  C138 1.514, H145 1.093, H146 1.111, H147 1.060
140 O 4.364 4.887 1.018  C138 1.431, H148 0.984
141 H 2.033 3.417 1.448  C137 1.144
142 H 1.278 3.862 -0.190  C137 1.137
143 H 1.748 5.081 0.995  C137 1.088
144 H 4.021 3.301 -0.222  C138 1.111
145 H 3.041 6.027 -1.111  C139 1.093
146 H 2.958 4.464 -2.015  C139 1.111
147 H 4.520 5.150 -1.581  C139 1.060
148 H 4.804 4.097 1.404  O140 0.984
149 C -1.388 0.594 -4.170  C150 1.518, H153 1.029, H154 1.122, H155 1.080
150 C -0.718 -0.747 -4.406  C149 1.518, C151 1.542, O152 1.437, H156 1.116
151 C -1.311 -1.583 -5.558  C150 1.542, H157 1.050, H158 1.096, H159 1.079
152 O 0.697 -0.527 -4.525  C150 1.437, H160 0.989
153 H -1.169 1.251 -4.930  C149 1.029
154 H -0.974 1.088 -3.250  C149 1.122
155 H -2.464 0.505 -4.179  C149 1.080
156 H -0.840 -1.370 -3.488  C150 1.116
157 H -0.915 -2.555 -5.541  C151 1.050
158 H -1.199 -1.070 -6.520  C151 1.096
159 H -2.373 -1.684 -5.397  C151 1.079
160 H 1.013 -0.726 -5.441  O152 0.989
161 C -2.252 -1.908 5.951  C162 1.561, H165 1.105, H166 1.108, H167 1.110
162 C -2.277 -1.825 4.393  C161 1.561, C163 1.531, O164 1.425, H168 1.082
163 C -3.711 -1.952 3.870  C162 1.531, H169 1.096, H170 1.059, H171 1.103
164 O -1.617 -0.651 3.927  C162 1.425, H172 0.969
165 H -2.868 -1.092 6.369  C161 1.105
166 H -1.185 -1.729 6.191  C161 1.108
167 H -2.637 -2.867 6.356  C161 1.110
168 H -1.712 -2.679 4.044  C162 1.082
169 H -4.143 -2.909 4.182  C163 1.096
170 H -3.717 -1.948 2.811  C163 1.059
171 H -4.413 -1.199 4.266  C163 1.103
172 H -0.943 -1.007 3.329  O164 0.969
173 C -2.333 -6.976 -1.083  C174 1.512, H177 1.128, H178 1.138, H179 1.126
174 C -2.136 -5.485 -1.233  C173 1.512, C175 1.518, O176 1.476, H180 1.128
175 C -2.281 -4.997 -2.663  C174 1.518, H181 1.073, H182 1.094, H183 1.124
176 O -2.953 -4.863 -0.173  C174 1.476, H184 0.945
177 H -2.251 -7.340 -0.018  C173 1.128
178 H -1.451 -7.521 -1.552  C173 1.138
179 H -3.248 -7.411 -1.573  C173 1.126
180 H -1.054 -5.260 -1.007  C174 1.128
181 H -2.165 -3.930 -2.627  C175 1.073
182 H -3.262 -5.095 -3.136  C175 1.094
183 H -1.467 -5.436 -3.304  C175 1.124
184 H -2.628 -3.978 -0.221  O176 0.945

Löwdin population analysis, charges in e, atoms 1 to 99:
1 C -0.1808
2 O -0.2031
3 C -0.1697
4 C -0.1653
5 O -0.2135
6 C -0.1174
7 H 0.1052
8 H 0.0931
9 H 0.0768
10 H 0.1102
11 H 0.1441
12 H 0.1334
13 H 0.1067
14 H 0.0747
15 H 0.0961
16 H 0.0993
17 C -0.0746
18 O -0.1933
19 C -0.2154
20 C -0.2180
21 O -0.1975
22 C -0.0499
23 H 0.0449
24 H 0.0801
25 H 0.1105
26 H 0.1354
27 H 0.1185
28 H 0.1172
29 H 0.1240
30 H 0.0606
31 H 0.0819
32 H 0.0979
33 C -0.1327
34 O -0.1772
35 C -0.2065
36 C -0.2359
37 O -0.1879
38 C -0.0963
39 H 0.0543
40 H 0.1160
41 H 0.0908
42 H 0.1117
43 H 0.1427
44 H 0.1323
45 H 0.1455
46 H 0.0834
47 H 0.0794
48 H 0.0872
49 C -0.0678
50 O -0.2001
51 C -0.2357
52 C -0.1397
53 O -0.1992
54 C -0.1260
55 H 0.0743
56 H 0.1064
57 H 0.0510
58 H 0.1367
59 H 0.1334
60 H 0.1052
61 H 0.1391
62 H 0.0484
63 H 0.1083
64 H 0.0788
65 C -0.0513
66 C -0.4762
67 C -0.0589
68 O -0.0738
69 H 0.0699
70 H 0.1117
71 H 0.0537
72 H 0.1259
73 H 0.0607
74 H 0.0830
75 H 0.0833
76 H 0.0723
77 C -0.0436
78 C -0.4809
79 C -0.0306
80 O -0.0693
81 H 0.0792
82 H 0.0713
83 H 0.0722
84 H 0.1013
85 H 0.0913
86 H 0.0756
87 H 0.0313
88 H 0.0849
89 C -0.0478
90 C -0.4794
91 C -0.0422
92 O -0.0798
93 H 0.0890
94 H 0.0377
95 H 0.0662
96 H 0.1331
97 H 0.0743
98 H 0.0509
99 H 0.0888